[1]
68
Properties=species:S:1:pos:R:3:forces:R:3 method="wB97M-V/def2-TZVPD" e_homo_ev=-7.2742 e_tot_ev=-205103.09245 lumo_energy_ha=0.063 total_charge=-1
Br 0.932 4.922 3.189 -0.588 -0.135 -0.136
Br 2.920 3.348 1.104 -0.540 -0.150 -0.180
Si 1.968 -0.262 -0.861 0.993 -1.155 -2.095
Si 0.369 2.034 -0.406 0.624 0.441 -0.556
F -3.095 4.109 -3.057 -0.031 1.015 -0.132
F 3.505 -1.776 0.822 0.005 -0.610 -0.084
F 4.013 -3.260 -3.199 0.022 -0.012 -0.058
F 3.818 -5.498 -2.718 -0.098 -0.030 0.014
F 4.461 -4.025 -1.077 -0.034 0.030 0.046
F -2.274 2.372 -3.990 0.467 -0.365 -0.842
F -4.111 2.238 -2.901 -0.945 -0.405 -0.104
F 2.288 -3.995 -1.860 -0.094 0.030 0.066
O 3.073 -0.680 -2.038 -0.664 0.797 1.041
O 1.709 1.397 -1.127 -1.017 -0.617 1.122
O -4.978 -2.741 2.094 0.039 -1.689 0.628
N -3.689 -1.385 0.735 0.370 -0.394 1.332
C -3.183 -0.158 1.419 -0.758 0.328 -0.736
C -2.694 -2.461 0.720 0.554 -0.358 -0.929
C -2.184 2.473 -1.638 0.397 0.204 -0.201
C 1.002 3.185 0.967 1.330 -0.480 -0.743
C -1.728 -2.375 -0.484 0.631 0.005 1.228
C 2.809 -0.589 0.809 -0.266 1.397 0.360
C 5.447 -0.786 -1.349 -0.146 0.639 0.260
C -1.281 3.645 1.684 0.533 1.047 0.480
C 0.212 3.814 1.802 -0.114 0.126 0.594
C -0.717 2.934 -1.665 -0.352 -0.148 0.599
C 1.937 -0.522 2.050 0.060 -0.563 0.878
C -4.863 -1.772 1.415 -0.749 1.341 -0.754
C -6.042 -0.818 1.262 1.148 0.431 -0.096
C -2.905 2.801 -2.911 0.143 -0.168 0.729
C -0.338 -1.848 -0.049 -0.554 -0.195 -0.478
C 4.277 0.056 -1.896 1.137 -0.248 -0.036
C 2.708 -0.165 3.339 -0.409 0.197 -0.409
C 0.446 -1.278 -1.240 -0.200 -0.020 0.569
B 3.646 -4.194 -2.216 0.140 -0.046 -0.079
H -0.267 -0.741 -1.871 0.132 0.312 -0.122
H -2.157 -0.272 1.744 0.205 -0.038 -0.233
H -6.965 -1.370 1.176 -0.164 -0.086 0.014
H -2.728 3.012 -0.870 -0.189 -0.219 0.309
H -1.740 4.338 2.378 -0.398 -0.148 0.185
H -0.489 -1.149 0.772 0.163 0.312 -0.051
H 6.317 -0.604 -1.974 0.148 -0.373 -0.154
H -2.309 1.402 -1.503 0.094 -0.147 0.174
H -0.331 2.804 -2.672 0.343 0.045 0.002
H 5.205 -1.838 -1.253 -0.012 -0.154 -0.325
H -3.766 0.080 2.308 -0.048 -0.110 0.185
H -1.558 3.979 0.692 -0.308 -0.172 -0.220
H 3.574 0.190 0.925 0.012 0.191 -0.165
H -3.193 -3.419 0.661 -0.450 0.021 0.087
H -3.318 0.688 0.747 0.429 0.222 -0.008
H -0.477 0.998 0.217 -0.022 -0.044 0.163
H -1.560 -3.396 -0.808 -0.150 -0.084 -0.567
H 1.077 0.144 1.969 0.010 0.138 -0.312
H 2.343 -0.717 4.198 -0.047 -0.211 0.115
H -5.858 -0.157 0.420 -0.297 0.000 -0.198
H 4.581 0.462 -2.859 -0.310 -0.083 -0.301
H -6.041 -0.191 2.150 -0.353 0.023 0.214
H 0.197 -2.695 0.373 0.257 -0.024 0.132
H 0.791 -2.123 -1.839 0.262 -0.013 -0.086
H 1.526 -1.520 2.193 -0.186 -0.139 -0.231
H 5.723 -0.422 -0.358 -0.030 -0.079 0.179
H -1.584 2.623 1.878 -0.148 -0.137 -0.001
H 2.531 0.885 3.558 0.400 0.237 0.074
H 4.176 0.933 -1.246 -0.329 0.077 -0.012
H -2.086 -2.508 1.627 -0.151 0.147 0.256
H -2.135 -1.771 -1.288 -0.221 -0.003 -0.145
H -0.704 3.987 -1.391 0.174 0.240 -0.340
H 3.766 -0.370 3.216 0.149 0.059 0.087


[2]
47
Properties=species:S:1:pos:R:3:forces:R:3 method="wB97M-V/def2-TZVPD" relative_energy_kj_mol=28.6 e_homo_ev=-9.3519 smiles="O=C(NCC[C@@H](F)Cn1cc(C2(C3CC3)CC2)nn1)c1ncnc(O)c1Br" e_tot_ev=-103747.93780 lumo_energy_ha=0.001
Br 1.946 2.057 -0.101 0.004 -0.011 0.009
F 1.679 0.971 4.734 0.004 -0.011 0.004
O -2.173 1.351 1.189 0.119 -0.154 -0.023
O 1.633 2.863 -2.967 -0.038 -0.006 0.034
N -0.627 3.107 -3.093 0.024 -0.004 0.021
N 1.216 -1.246 1.926 0.007 -0.027 -0.048
N -1.996 2.748 -1.197 0.034 0.156 0.045
N -0.502 2.663 1.952 -0.009 0.004 0.001
N 1.969 -1.571 -0.038 -0.007 0.006 0.059
N 2.327 -1.345 1.185 -0.040 0.001 -0.053
C -1.259 -0.964 -1.720 0.008 0.014 0.024
C -0.430 0.898 3.670 0.013 -0.005 0.005
C -0.908 2.503 -0.455 0.015 -0.291 -0.089
C -0.115 -1.881 -1.378 0.016 -0.017 -0.004
C -0.207 -3.341 -1.722 -0.008 0.011 -0.008
C 0.119 -1.401 1.151 -0.021 0.021 0.036
C -0.437 -3.820 -3.125 0.012 0.009 0.005
C -1.238 2.095 0.973 -0.154 0.295 0.020
C 0.361 2.527 -1.004 -0.030 -0.003 -0.029
C 1.333 -0.904 3.330 -0.004 0.020 -0.005
C 1.043 0.576 3.550 0.000 -0.003 0.003
C 0.049 -0.849 -2.457 -0.009 -0.003 0.000
C 0.441 2.842 -2.369 -0.008 -0.004 -0.011
C -0.761 2.351 3.351 0.006 -0.005 -0.002
C 0.908 -4.005 -2.474 -0.006 -0.011 0.002
C -1.800 3.044 -2.465 0.027 -0.008 0.013
C 0.610 -1.611 -0.111 0.052 0.019 0.009
H -0.742 0.655 4.689 -0.009 0.000 -0.001
H 1.715 -3.364 -2.802 -0.005 0.001 0.000
H 0.661 -1.531 3.918 0.005 -0.008 0.005
H -1.063 -4.692 -3.255 0.000 0.003 0.003
H -0.887 -1.351 1.530 0.002 -0.004 -0.010
H 0.271 3.258 1.707 0.003 -0.007 -0.002
H -0.522 -3.092 -3.919 0.003 -0.006 0.001
H 0.086 -1.174 -3.487 0.000 0.003 0.005
H -2.679 3.251 -3.064 0.003 -0.001 0.005
H 1.205 -5.003 -2.184 0.005 0.005 -0.001
H -1.534 -0.194 -1.011 -0.011 0.000 -0.005
H -2.089 -1.407 -2.254 0.004 -0.001 -0.004
H 0.705 -0.020 -2.226 0.005 0.013 0.002
H 1.513 1.138 2.738 -0.002 -0.003 -0.006
H -0.163 3.029 3.959 -0.001 0.001 -0.001
H 2.361 -1.116 3.615 0.001 0.000 -0.003
H -0.674 -3.934 -0.943 -0.006 0.002 -0.004
H 1.476 3.073 -3.899 -0.003 0.006 -0.021
H -1.008 0.271 2.993 0.001 0.002 0.012
H -1.813 2.541 3.562 -0.002 0.002 0.005


[3]
11
Properties=species:S:1:pos:R:3:forces:R:3 method="wB97M-V/def2-TZVPD" relative_energy_kj_mol=102.3 e_homo_ev=-9.1573 e_tot_ev=-12797.07543 lumo_energy_ha=0.026
I 0.273 2.144 -1.309 -0.167 0.275 -0.994
N -2.979 -1.602 -0.924 0.841 -0.129 0.364
C 1.401 -0.210 0.320 1.603 0.324 1.536
C -1.916 -1.747 -0.485 0.406 -0.068 0.069
C 0.915 1.195 0.412 -2.032 0.691 3.056
H 0.058 1.301 1.139 0.465 -0.343 -0.988
H 2.498 -0.006 0.083 -1.362 -1.646 -0.394
H -3.904 -1.401 -1.150 -1.232 0.225 -0.427
H 1.613 1.856 0.887 0.751 0.273 -0.137
H 1.316 -0.761 1.313 0.380 1.018 -0.899
H 0.726 -0.769 -0.286 0.346 -0.618 -1.185


[4]
13
Properties=species:S:1:pos:R:3:forces:R:3 method="wB97M-V/def2-TZVPD" relative_energy_kj_mol=304.7 e_homo_ev=-8.8018 e_tot_ev=-10639.71578 lumo_energy_ha=0.021
N -0.579 1.018 -1.003 0.709 0.254 -0.344
N 1.218 -0.934 1.108 1.730 -3.145 2.573
N -0.482 0.078 0.002 -2.249 -0.328 -0.629
N 0.500 1.799 -0.935 1.487 -0.483 0.575
N -1.346 -2.050 0.504 0.914 -2.852 1.478
C 0.804 0.027 0.477 -1.068 1.716 -1.990
C -1.405 -0.960 -0.075 -0.707 -0.732 -0.395
C 1.342 1.205 -0.130 2.055 2.768 -0.928
H 2.199 -0.904 1.358 -0.003 0.239 -0.051
H 2.384 1.637 -0.019 -1.563 -0.738 -0.012
H -2.311 -0.957 -0.728 0.858 1.553 0.165
H -1.408 1.552 -1.021 -1.236 0.524 0.110
H -0.495 -2.339 1.044 -0.927 1.223 -0.552


[5]
15
Properties=species:S:1:pos:R:3:forces:R:3 method="wB97M-V/def2-TZVPD" relative_energy_kj_mol=355.2 e_homo_ev=-6.8037 e_tot_ev=-19564.09638 lumo_energy_ha=0.028
S -0.058 1.894 0.501 -0.112 0.432 0.450
N -2.462 0.400 1.631 0.107 3.108 -3.061
N -1.720 -0.431 0.840 7.014 1.525 -3.746
N 0.471 -0.399 -0.432 0.874 0.027 -0.467
C 1.585 0.383 -0.645 0.635 1.376 0.330
C 1.548 1.646 -0.205 -2.149 -0.850 0.239
C 0.287 -1.663 -1.103 0.169 0.426 2.164
C -0.513 0.199 0.306 -4.976 -1.549 2.459
H 2.538 0.119 -1.052 -0.108 -1.293 -0.617
H 0.098 -1.528 -2.106 -0.662 0.416 -2.315
H -2.637 -0.084 2.410 -1.103 -2.074 3.791
H -0.581 -2.030 -0.591 -0.190 -1.199 -0.026
H 1.205 -2.215 -1.025 0.128 -0.757 0.384
H -1.990 1.269 1.859 -0.048 0.088 0.254
H 2.230 2.439 -0.389 0.423 0.324 0.162


[6]
35
Properties=species:S:1:pos:R:3:forces:R:3 method="wB97M-V/def2-TZVPD" relative_energy_kj_mol=164.6 e_homo_ev=-8.1809 smiles=CCCCOc1ccc(CSc2ncn[nH]2)cc1 e_tot_ev=-31109.64534 lumo_energy_ha=0.025
S -2.364 -0.168 -2.468 -0.046 -0.504 -0.232
O 0.780 -1.607 3.053 -0.104 -0.160 -0.160
N -2.947 2.452 -2.097 0.510 -0.505 -0.050
N -0.804 2.072 -2.233 0.085 -0.579 -0.114
N -2.359 3.655 -1.977 -0.218 0.916 0.098
C 4.438 0.204 2.372 -0.068 -0.252 -0.082
C 1.701 -0.835 3.801 0.435 0.033 0.379
C -0.663 -0.871 -2.353 -0.420 0.315 0.017
C 0.507 -1.346 1.749 -0.225 -0.048 -0.301
C -0.247 -1.044 -0.933 0.145 0.033 0.063
C -0.282 -2.310 1.112 0.090 0.048 0.195
C 0.901 -0.224 1.025 0.106 -0.032 0.437
C 3.884 -1.212 2.482 0.027 0.050 0.176
C -1.083 3.380 -2.061 -0.455 -0.012 0.003
C 3.107 -1.445 3.780 -0.306 0.053 -0.311
C -1.994 1.506 -2.251 -0.015 0.277 0.026
C 0.524 -0.081 -0.298 -0.037 -0.180 -0.157
C -0.653 -2.159 -0.205 0.141 0.157 0.003
H -0.021 -0.175 -2.889 0.044 -0.145 -0.061
H 5.129 0.405 3.188 0.078 0.072 0.073
H -0.591 -3.172 1.682 -0.028 -0.107 0.073
H -3.949 2.350 -2.076 0.112 0.061 0.027
H 4.972 0.328 1.432 0.059 0.111 -0.067
H 1.713 0.209 3.479 -0.071 -0.019 0.019
H -0.730 -1.822 -2.880 0.021 0.062 -0.055
H 3.673 -1.032 4.617 0.023 -0.012 0.092
H 0.828 0.798 -0.846 0.023 0.028 -0.035
H 3.241 -1.428 1.626 0.067 -0.086 -0.022
H 1.502 0.550 1.473 0.083 0.040 0.085
H 4.719 -1.914 2.448 -0.035 -0.038 -0.074
H -0.320 4.127 -2.001 0.101 0.274 0.032
H 1.317 -0.869 4.826 0.041 0.097 -0.163
H 2.995 -2.518 3.945 -0.018 0.010 0.124
H -1.266 -2.912 -0.678 -0.068 -0.112 -0.037
H 3.647 0.948 2.410 -0.080 0.152 -0.002


Number 1: gap between HOMO and LUMO 0.3299 Ha. Number 2: gap between HOMO and LUMO 0.3443 Ha. Number 3: gap between HOMO and LUMO 0.3629 Ha. Number 4: gap between HOMO and LUMO 0.3449 Ha. Number 5: gap between HOMO and LUMO 0.2785 Ha. Number 6: gap between HOMO and LUMO 0.3257 Ha.